[1]
Molecular formula: C3H9NS
Method: DFT, ωB97M-V with the def2-TZVPD basis set

```
14
Properties=species:S:1:pos:R:3:mulliken_charge:R:1
C 0.977 -0.758 2.281 -0.709
C 0.610 0.547 2.457 0.023
N 0.989 1.552 1.615 -0.399
H 0.625 -1.449 3.073 0.224
H 1.624 -1.203 1.445 0.195
H 0.601 0.741 3.479 0.278
H 1.329 1.294 0.749 0.198
H 0.459 2.364 1.739 0.196
C -1.500 -0.365 -3.202 -0.701
S 0.067 -0.634 -2.274 -0.186
H -2.257 -0.428 -2.524 0.274
H -1.539 -1.193 -3.948 0.262
H -1.567 0.668 -3.711 0.234
H -0.418 -1.135 -1.177 0.110
```

## Properties
F_max in eV/Å: 4.5
Orbital gap in hartree: 0.3333
Energy relative to the best compared isomer or geometry (same formula, charge and spin) in kcal/mol: 45.0
SMILES string: C=CN.CS
Total charge: 0
E_HOMO in eV: -8.07
DFT total energy in eV: -15580.3795

[2]
Molecular formula: C3H9NS
Method: DFT, ωB97M-V with the def2-TZVPD basis set

```
14
Properties=species:S:1:pos:R:3:mulliken_charge:R:1
C -0.339 1.291 -0.747 -0.055
C 0.765 1.563 -0.029 -0.754
N -1.625 1.052 -0.255 -0.506
H -0.312 1.380 -1.830 0.320
H 1.702 1.379 -0.532 0.336
H 0.665 1.928 0.987 0.253
H -1.737 1.300 0.724 0.231
H -2.411 1.455 -0.748 0.232
H -0.988 -0.948 0.087 0.336
C 0.997 -2.068 0.440 -0.691
S -0.797 -2.070 0.808 0.299
H 1.254 -1.360 -0.341 0.297
H 1.556 -1.837 1.350 0.343
H 1.270 -3.065 0.086 0.358
```

## Properties
F_max in eV/Å: 1.5
Orbital gap (alpha / beta) in hartree: 0.3215 / 0.1345
Energy relative to the best compared isomer or geometry (same formula, charge and spin) in kcal/mol: 29.7
Total charge: +1
Multiplicity: 2
E_HOMO (alpha / beta) in eV: -12.60 / -12.56
DFT total energy in eV: -15572.3294

[3]
Molecular formula: C3H9NS2
Method: DFT, ωB97M-V with the def2-TZVPD basis set

```
15
Properties=species:S:1:pos:R:3:mulliken_charge:R:1
C -0.332 1.460 0.196 -0.914
C -0.540 -0.052 -0.384 0.011
C 0.424 -0.580 0.641 -0.677
H 1.019 2.977 -0.198 0.275
H 1.622 1.384 -0.973 0.255
H -0.775 1.594 1.208 0.338
H -0.970 2.268 -0.393 0.373
H -0.136 -0.166 -1.365 0.334
H -2.267 -2.105 0.422 0.128
H 0.465 0.052 1.638 0.297
H 0.129 -1.490 1.011 0.462
H 1.683 -2.030 -1.370 0.136
N 1.043 1.875 -0.053 -0.532
S -2.384 -0.418 -0.101 -0.252
S 2.048 -0.868 -0.044 -0.236
```

## Properties
F_max in eV/Å: 5.8
Orbital gap in hartree: 0.3211
Energy relative to the best compared isomer or geometry (same formula, charge and spin) in kcal/mol: 125.7
Total charge: 0
E_HOMO in eV: -8.82
DFT total energy in eV: -26412.2271

[4]
Molecular formula: C3H9NS4
Method: DFT, ωB97M-V with the def2-TZVPD basis set

```
17
Properties=species:S:1:pos:R:3:mulliken_charge:R:1
C -0.097 2.379 0.344 -0.959
C 0.494 0.252 -2.353 -0.705
C 0.349 -2.625 1.846 -0.665
N -0.338 0.946 0.176 -0.086
S -1.086 0.843 -1.396 0.159
S 0.659 -0.863 2.242 -0.060
S -2.262 -0.696 -1.526 -0.357
S -0.944 0.225 1.615 0.012
H -1.038 2.816 0.508 0.383
H 0.391 2.741 -0.541 0.361
H 0.602 2.400 1.169 0.350
H 0.358 -0.262 -3.341 0.348
H 1.052 -0.515 -1.739 0.232
H 0.916 1.293 -2.361 0.237
H 0.960 -3.322 2.602 0.265
H 0.749 -2.762 0.855 0.228
H -0.767 -2.852 1.900 0.257
```

## Properties
F_max in eV/Å: 2.8
Orbital gap in hartree: 0.3202
Energy relative to the best compared isomer or geometry (same formula, charge and spin) in kcal/mol: 12.9
Total charge: 0
E_HOMO in eV: -8.15
DFT total energy in eV: -48085.8669

[5]
Molecular formula: C3H9NSi
Method: DFT, ωB97M-V with the def2-TZVPD basis set

```
14
Properties=species:S:1:pos:R:3:mulliken_charge:R:1
C 2.419 -0.683 0.694 -0.515
C 1.412 -0.043 0.093 -0.300
Si -0.467 -0.141 0.412 0.437
C -1.365 1.309 -0.564 -1.164
N -1.380 -1.567 -0.117 -0.573
H 3.547 -0.608 0.513 0.240
H 2.193 -1.339 1.589 0.178
H 1.581 0.540 -0.757 0.326
H -0.823 -0.452 1.925 -0.117
H -2.284 0.758 -0.833 0.276
H -1.499 2.134 0.048 0.352
H -0.953 1.651 -1.440 0.393
H -0.837 -2.466 0.078 0.238
H -1.797 -1.373 -1.022 0.229
```

## Properties
F_max in eV/Å: 4.1
Orbital gap in hartree: 0.3810
Energy relative to the best compared isomer or geometry (same formula, charge and spin) in kcal/mol: 9.0
SMILES string: C=C[Si@@H](C)N
Total charge: 0
E_HOMO in eV: -9.36
DFT total energy in eV: -12623.8707

[6]
Molecular formula: C3H9NSi
Method: DFT, ωB97M-V with the def2-TZVPD basis set

```
14
Properties=species:S:1:pos:R:3:mulliken_charge:R:1
C 0.996 0.715 0.861 -0.579
C 1.980 -0.074 0.006 -0.602
C 0.748 0.483 -0.562 0.083
N -0.643 -0.896 -0.857 -0.517
Si -2.089 -0.543 0.038 0.400
H 0.359 0.246 1.664 0.246
H 1.185 1.782 1.297 0.194
H 2.868 0.436 -0.162 0.281
H 1.915 -1.136 0.149 0.266
H 0.835 1.131 -1.365 0.383
H -0.731 -0.720 -1.847 0.232
H -2.398 -1.721 0.778 -0.133
H -3.337 -0.262 -0.830 -0.126
H -1.690 0.560 0.831 -0.128
```

## Properties
F_max in eV/Å: 4.6
Orbital gap in hartree: 0.3827
Energy relative to the best compared isomer or geometry (same formula, charge and spin) in kcal/mol: 71.8
Total charge: 0
E_HOMO in eV: -9.39
DFT total energy in eV: -12621.1486

[7]
Molecular formula: C3H9O2
Method: DFT, ωB97M-V with the def2-TZVPD basis set

```
14
Properties=species:S:1:pos:R:3:mulliken_charge:R:1
C -0.824 0.796 -0.334 -0.417
O -1.180 1.257 -1.562 -0.893
C -0.990 -0.732 -0.165 -0.282
C -2.417 -1.153 -0.159 -1.126
H -1.498 1.311 0.406 0.186
H 0.231 0.999 -0.050 0.119
H -0.506 -0.984 0.796 0.276
H -0.384 -1.193 -0.960 0.251
H -2.894 -0.971 -1.108 0.272
H -2.995 -0.610 0.593 0.281
H -2.638 -2.205 0.041 0.336
H 5.554 1.917 0.997 0.321
H 4.880 0.616 0.520 0.341
O 5.661 0.952 0.985 -0.664
```

## Properties
F_max in eV/Å: 1.7
Orbital gap in hartree: 0.1906
Energy relative to the best compared isomer or geometry (same formula, charge and spin) in kcal/mol: 21.5
Total charge: -1
E_HOMO in eV: -2.00
DFT total energy in eV: -7351.1979

[8]
Molecular formula: C3H9O2
Method: DFT, ωB97M-V with the def2-TZVPD basis set

```
14
Properties=species:S:1:pos:R:3:mulliken_charge:R:1
C -0.064 -0.642 -0.147 -0.208
O 0.366 -0.979 -1.356 -0.873
C -1.379 0.166 -0.101 -0.422
C -1.161 1.589 -0.616 -1.137
H 0.681 -0.101 0.510 -0.094
H -0.335 -1.543 0.496 0.234
H -1.711 0.298 0.935 0.263
H -2.143 -0.349 -0.663 0.354
H -1.981 2.139 -1.083 0.320
H -0.385 1.593 -1.400 0.291
H -0.741 2.239 0.151 0.284
H 2.505 -0.898 1.362 0.350
H 3.031 -2.083 0.632 0.338
O 3.317 -1.428 1.282 -0.699
```

## Properties
F_max in eV/Å: 1.5
Orbital gap in hartree: 0.2527
Energy relative to the best compared isomer or geometry (same formula, charge and spin) in kcal/mol: 15.1
Total charge: -1
E_HOMO in eV: -2.42
DFT total energy in eV: -7351.4724

[9]
Molecular formula: C3H9O2P
Method: DFT, ωB97M-V with the def2-TZVPD basis set

```
15
Properties=species:S:1:pos:R:3:mulliken_charge:R:1
C -2.257 0.861 -0.376 -0.376
C 4.400 -0.371 0.105 -0.088
C 0.607 -0.225 0.180 -0.384
O 3.345 -0.209 -0.401 -0.388
O -0.522 -0.983 0.252 -0.334
P -2.037 -0.781 -0.304 0.061
H -1.557 1.755 -0.263 0.217
H -3.287 1.176 -0.826 0.214
H 5.402 0.268 0.009 0.203
H 4.407 -1.075 0.963 0.216
H -5.518 -0.044 0.389 -0.015
H 0.912 0.068 1.219 0.199
H 0.316 0.694 -0.343 0.164
H 1.510 -0.606 -0.255 0.290
H -5.720 -0.528 -0.349 0.022
```

## Properties
F_max in eV/Å: 3.7
Orbital gap in hartree: 0.3437
Energy relative to the best compared isomer or geometry (same formula, charge and spin) in kcal/mol: 100.7
Total charge: 0
E_HOMO in eV: -8.85
DFT total energy in eV: -16636.6544

[10]
Molecular formula: C3H9O2P
Method: DFT, ωB97M-V with the def2-TZVPD basis set

```
15
Properties=species:S:1:pos:R:3:mulliken_charge:R:1
C -1.795 -1.190 0.711 -1.097
C -1.239 0.866 -0.792 -0.785
C -1.271 -0.590 -0.357 0.333
O 2.641 0.046 -0.811 -0.498
O 0.946 -0.430 0.984 -0.415
P 2.137 0.313 0.673 0.454
H -2.123 -0.627 1.588 0.292
H -2.021 -2.178 0.907 0.346
H 2.044 -0.345 -1.430 0.364
H -2.075 1.386 -0.557 0.421
H -1.212 1.002 -1.887 0.259
H -0.363 1.219 -0.237 0.026
H -0.847 -1.330 -1.173 0.205
H 1.876 1.626 0.905 0.052
H 3.300 0.233 1.474 0.045
```

## Properties
F_max in eV/Å: 11.1
Orbital gap (alpha / beta) in hartree: 0.1991 / 0.3594
Energy relative to the best compared isomer or geometry (same formula, charge and spin) in kcal/mol: 28.7
Total charge: 0
Multiplicity: 3
E_HOMO (alpha / beta) in eV: -4.66 / -10.88
DFT total energy in eV: -16635.4818